# 1
C4H9NO in the gas phase in a non-equilibrium geometry, computed with ωB97M-V/def2-TZVPD.

## Properties
**ΔE to the lowest compared entry with this formula, charge and spin**: 48.71 kcal per mole
**Frontier orbital gap**: 10.177 eV
**Structure (SMILES)**: CCN(C)C=O

Last column: Löwdin charge in e.
Cartesian coordinates (Å):
C 0.522 0.653 -1.598  -0.06
C 0.289 0.925 -0.080  -0.23
N -0.268 -0.204 0.468  -0.23
C 0.391 -0.952 1.444  -0.05
C -1.516 -0.427 0.147  -0.33
O -2.300 0.378 -0.428  -0.02
H -0.451 0.382 -2.188  0.11
H 0.791 1.665 -1.976  0.07
H 1.337 -0.057 -1.899  0.08
H -0.287 1.783 0.196  0.12
H 1.183 0.941 0.503  0.11
H 1.440 -1.018 1.163  0.10
H 0.370 -0.502 2.361  0.07
H 0.191 -2.033 1.393  0.11
H -1.690 -1.534 0.494  0.16

---

# 2
2 unconnected molecules or ions with the total composition C4H9NO, computed with ωB97M-V/def2-TZVPD.

## Properties
**ΔE to the lowest compared entry with this formula, charge and spin**: 62.04 kcal per mole
**Frontier orbital gap**: 10.632 eV
**Structure (SMILES)**: C[C@@H]1CN1.C=O

Last column: Löwdin charge in e.
Cartesian coordinates (Å):
C -1.475 0.974 -1.118  -0.06
C -0.550 0.428 -0.058  -0.37
C 0.757 1.077 0.188  -0.14
N 0.690 -0.237 -0.450  -0.01
H -2.096 0.181 -1.548  0.08
H -0.900 1.439 -1.928  0.08
H -2.143 1.734 -0.700  0.08
H -1.037 -0.064 0.784  0.12
H 1.021 1.936 -0.427  0.11
H 1.190 1.083 1.186  0.09
H 0.839 -0.166 -1.454  0.10
C 0.925 -2.088 1.369  -0.19
O -0.193 -2.270 1.789  -0.03
H 1.599 -1.320 1.795  0.07
H 1.373 -2.706 0.571  0.08

---

# 3
C4H9NO in the gas phase, computed with ωB97M-V/def2-TZVPD.

## Properties
**ΔE to the lowest compared entry with this formula, charge and spin**: 43.33 kcal per mole
**Frontier orbital gap**: 10.085 eV
**Structure (SMILES)**: CC/N=C\CO

Last column: Löwdin charge in e.
Cartesian coordinates (Å):
C 2.102 1.157 0.320  -0.11
C 0.960 0.226 -0.066  -0.30
N -0.215 0.658 0.687  0.03
C -1.383 0.232 0.444  -0.16
C -1.847 -0.838 -0.525  -0.25
O -0.956 -1.923 -0.672  -0.07
H 3.045 0.888 -0.166  0.07
H 1.846 2.187 0.051  0.07
H 2.242 1.128 1.405  0.07
H 0.767 0.261 -1.147  0.12
H 1.219 -0.816 0.158  0.11
H -2.186 0.696 1.026  0.10
H -1.974 -0.408 -1.526  0.12
H -2.842 -1.176 -0.197  0.11
H -0.777 -2.271 0.211  0.09

---

Question: Which value of frontier orbital gap does entry 3 give?
Answer: 10.085 eV

---

What did the second record say?
2 unconnected molecules or ions with the total composition C4H9NO, computed with ωB97M-V/def2-TZVPD.

## Properties
**ΔE to the lowest compared entry with this formula, charge and spin**: 62.04 kcal per mole
**Frontier orbital gap**: 10.632 eV
**Structure (SMILES)**: C[C@@H]1CN1.C=O

Last column: Löwdin charge in e.
Cartesian coordinates (Å):
C -1.475 0.974 -1.118  -0.06
C -0.550 0.428 -0.058  -0.37
C 0.757 1.077 0.188  -0.14
N 0.690 -0.237 -0.450  -0.01
H -2.096 0.181 -1.548  0.08
H -0.900 1.439 -1.928  0.08
H -2.143 1.734 -0.700  0.08
H -1.037 -0.064 0.784  0.12
H 1.021 1.936 -0.427  0.11
H 1.190 1.083 1.186  0.09
H 0.839 -0.166 -1.454  0.10
C 0.925 -2.088 1.369  -0.19
O -0.193 -2.270 1.789  -0.03
H 1.599 -1.320 1.795  0.07
H 1.373 -2.706 0.571  0.08

---

Question: Look up the ΔE to the lowest compared entry with this formula, charge and spin of the third one.
Answer: 43.33 kcal per mole

---

Question: Which formula does entry 2 have?
Answer: C4H9NO